{
  "formula": "C10H7F11NO13S3",
  "method": "ωB97M-V/def2-TZVPD",
  "elements": ["O", "S", "O", "O", "N", "S", "O", "O", "S", "O", "O", "C", "F", "F", "C", "F", "F", "C", "F", "F", "C", "F", "F", "F", "H", "C", "C", "O", "C", "O", "O", "F", "H", "H", "H", "C", "C", "O", "C", "O", "O", "F", "H", "H", "H"],
  "coordinates": [[1.89010, -5.70272, 0.56581], [1.01268, -5.57304, -0.55564], [0.18994, -6.69101, -0.91101], [0.02313, -4.37314, -0.21189], [1.71664, -5.02547, -1.92078], [3.24255, -4.70861, -1.95441], [4.12694, -5.58438, -1.25531], [3.62613, -4.30437, -3.27799], [3.52141, -2.78690, -0.86022], [4.88056, -2.78926, -0.38375], [2.48233, -2.51236, 0.09553], [3.57079, -1.36365, -2.10916], [4.55234, -1.67350, -2.97487], [3.95103, -0.27039, -1.41770], [2.33446, -1.01586, -2.98437], [2.02063, -2.06297, -3.74331], [2.73205, -0.00644, -3.80746], [1.00749, -0.53337, -2.31995], [0.22690, -0.12605, -3.35349], [0.38054, -1.54294, -1.71808], [1.08809, 0.66996, -1.33626], [1.46209, 0.27157, -0.13698], [1.93370, 1.60016, -1.77330], [-0.10362, 1.23822, -1.23325], [0.08384, -3.70332, -0.90757], [-1.03671, 0.68469, 3.27074], [-1.70821, 1.40079, 2.11735], [-1.48527, 0.51485, 1.04669], [-1.38482, -0.74998, 1.56263], [-1.45667, -1.74204, 0.92804], [-1.21112, -0.68321, 2.90923], [-1.11225, 2.59974, 1.84096], [0.02850, 0.92038, 3.31233], [-1.49640, 0.88904, 4.23398], [-2.77580, 1.56558, 2.24415], [-3.85252, 5.76702, 0.81703], [-3.43607, 5.99140, 2.25600], [-4.09054, 4.93068, 2.92668], [-4.24182, 3.91069, 2.03639], [-4.51121, 2.79194, 2.32538], [-4.02106, 4.34920, 0.77881], [-3.88225, 7.17324, 2.74400], [-4.80589, 6.25459, 0.60827], [-3.10995, 6.08297, 0.09062], [-2.36267, 5.91826, 2.43615]],
  "energy_ha": -3711.3142,
  "charge": -1,
  "mol_weight_g_mol": 654.3,
  "orbital_gap_ev": 8.47,
  "homo_ev": -6.749
}

{
  "formula": "C10H7F2N",
  "method": "ωB97M-V/def2-TZVPD",
  "elements": ["N", "C", "C", "C", "C", "C", "C", "C", "C", "C", "C", "F", "F", "H", "H", "H", "H", "H", "H", "H"],
  "coordinates": [[1.56314, -2.24182, 1.89652], [0.79284, -2.03875, 1.08695], [-0.26904, -1.68293, 0.10807], [0.25479, -0.36358, -0.43304], [1.07572, -0.21450, -1.55467], [1.32543, 1.09472, -1.92015], [0.77313, 2.19152, -1.28117], [0.03556, 2.01259, -0.12598], [-0.20058, 0.72210, 0.24366], [-1.01846, 0.24693, 1.42762], [-1.41269, -1.16572, 1.07870], [-2.59935, -1.20651, 0.30315], [-1.60933, -2.01331, 2.08219], [-0.45928, -2.47597, -0.63967], [1.42395, -1.09096, -2.21749], [1.81469, 1.28657, -2.90486], [1.05656, 3.13588, -1.67428], [-0.27744, 2.78147, 0.60664], [-0.39995, 0.14160, 2.35358], [-1.86967, 0.88067, 1.56421]],
  "energy_ha": -639.7337,
  "smiles": "N#C[C@@H]1c2ccccc2CC1(F)F",
  "mol_weight_g_mol": 179.2,
  "orbital_gap_ev": 10.46,
  "homo_ev": -9.771
}

{
  "formula": "C10H7N2OReS5Sb",
  "method": "ωB97M-V/def2-TZVPD",
  "elements": ["Re", "O", "C", "C", "C", "C", "C", "C", "C", "N", "C", "C", "N", "H", "H", "H", "H", "H", "H", "H", "S", "Sb", "S", "S", "S", "S", "C"],
  "coordinates": [[0.40023, 0.05565, -1.90573], [-0.14327, 1.35806, -0.70288], [-0.57640, 1.56548, 0.56357], [-0.89110, 2.86165, 0.94810], [-1.28595, 3.08648, 2.25251], [-1.37250, 2.03215, 3.15755], [-1.06601, 0.74701, 2.76258], [-0.66178, 0.48477, 1.44919], [-0.35248, -0.84959, 0.98531], [0.02339, -1.21487, -0.25289], [0.16847, -2.59322, -0.25045], [-0.12290, -3.05721, 0.98479], [-0.44332, -1.95751, 1.73876], [-0.81463, 3.66715, 0.23191], [-1.52948, 4.09034, 2.57207], [-1.68412, 2.21968, 4.17519], [-1.14740, -0.04893, 3.49097], [0.48135, -3.13952, -1.12157], [-0.13637, -4.05465, 1.38628], [-0.72388, -1.97928, 2.70665], [2.87429, -3.76082, -2.85300], [2.80698, -1.82667, -3.84601], [-0.36429, -1.30002, -3.29111], [2.60109, -0.05888, -1.88778], [2.93981, -0.65069, -5.67107], [0.53237, 2.71375, -4.31431], [0.48791, 1.60971, -3.30861]],
  "energy_ha": -2878.8920,
  "spin_multiplicity": 2,
  "s_squared": 0.772,
  "charge": 2,
  "mol_weight_g_mol": 639.5,
  "orbital_gap_ev": [5.53, 5.64],
  "homo_ev": [-14.947, -14.951]
}

{
  "formula": "C10H7NO4Tb",
  "method": "ωB97M-V/def2-TZVPD",
  "elements": ["Tb", "O", "C", "C", "O", "C", "O", "C", "O", "C", "C", "C", "C", "N", "C", "C", "H", "H", "H", "H", "H", "H", "H"],
  "coordinates": [[-1.14663, 2.03072, 0.27093], [-3.21599, 0.89748, -2.47045], [-2.63671, 1.32781, -1.58187], [-1.82780, 1.31723, 2.51456], [-2.06359, 0.89320, 3.56535], [0.23417, 3.98719, 0.00487], [0.95667, 4.87675, -0.13860], [-3.00130, 3.65199, 0.61690], [-3.85187, 4.45727, 0.78055], [2.33380, -3.25846, -0.50144], [1.47501, -2.05960, -0.32564], [0.19033, -2.25034, 0.23284], [-0.60087, -1.13020, 0.40758], [-0.11005, 0.09294, 0.03150], [1.13026, 0.29767, -0.51490], [1.96310, -0.79236, -0.71277], [2.50791, -3.73746, 0.47033], [1.83306, -3.98181, -1.15689], [3.28817, -2.95836, -0.94211], [-0.19859, -3.23862, 0.53914], [-1.61535, -1.10838, 0.83188], [1.38777, 1.34087, -0.77065], [2.96848, -0.65554, -1.15111]],
  "energy_ha": -1564.1921,
  "spin_multiplicity": 7,
  "s_squared": 12.602,
  "charge": 3,
  "mol_weight_g_mol": 364.1,
  "orbital_gap_ev": [6.29, 7.10],
  "homo_ev": [-20.676, -20.705]
}

{
  "formula": "C10H8AuF3NO5S",
  "method": "ωB97M-V/def2-TZVPD",
  "elements": ["Au", "O", "C", "O", "C", "O", "C", "C", "O", "O", "H", "H", "H", "H", "H", "F", "C", "F", "F", "C", "C", "C", "C", "N", "C", "S", "H", "H", "H"],
  "coordinates": [[0.13390, 0.15620, -0.54660], [-3.98280, 1.26840, -0.56550], [-2.85870, 0.66320, -0.33360], [-1.88210, 0.78590, -1.05810], [-2.89520, -0.21250, 0.90090], [-1.59930, -0.62260, 1.25500], [-1.22620, -0.48420, 2.55540], [0.13300, 1.58940, 2.67200], [0.23670, 1.55640, 3.81090], [0.12390, 1.76680, 1.52590], [-3.96950, 1.81450, -1.37520], [-3.50300, -1.09980, 0.65820], [-3.40220, 0.33760, 1.70230], [-0.37450, -1.07910, 2.82110], [-1.96280, -0.20020, 3.28850], [3.15270, -4.05190, 0.04630], [4.18580, -3.21330, -0.00310], [4.94000, -3.44710, 1.07820], [4.92150, -3.54540, -1.07040], [3.78600, -1.75720, -0.06440], [4.78750, -0.80760, 0.06030], [4.46840, 0.54680, 0.01450], [3.15050, 0.91560, -0.16630], [2.19570, -0.00060, -0.30810], [2.47130, -1.31670, -0.26000], [1.03900, -2.23810, -0.45910], [5.80980, -1.12770, 0.20230], [5.23300, 1.29870, 0.11860], [2.83720, 1.94950, -0.19650]],
  "energy_ha": -1650.0183,
  "spin_multiplicity": 3,
  "s_squared": 2.012,
  "charge": 1,
  "mol_weight_g_mol": 508.2,
  "orbital_gap_ev": [8.42, 6.47],
  "homo_ev": [-11.666, -12.096]
}

{
  "formula": "C10H8BrFO2",
  "method": "ωB97M-V/def2-TZVPD",
  "elements": ["C", "C", "C", "C", "C", "C", "C", "C", "C", "C", "O", "O", "F", "Br", "H", "H", "H", "H", "H", "H", "H", "H"],
  "coordinates": [[-1.23516, -1.05926, -2.46304], [-2.06532, -0.77565, -1.62690], [1.23902, -0.54052, -0.04614], [1.23469, 1.54470, 1.17783], [2.33731, -0.10958, -0.76020], [2.32890, 1.97756, 0.46067], [0.67931, 0.28127, 0.93619], [2.87121, 1.14066, -0.50110], [-0.98377, -1.23216, 1.67015], [-2.89516, -0.42837, -0.59076], [-4.02944, -1.11543, -0.31727], [-0.38759, -0.04370, 1.70334], [3.94334, 1.55043, -1.21000], [-2.78907, 1.38353, 0.04575], [-0.55689, -1.28884, -3.22943], [0.81122, -1.50282, -0.27685], [0.78661, 2.16909, 1.93416], [2.78670, -0.73001, -1.51958], [2.75926, 2.94974, 0.63843], [-1.79580, -1.33402, 2.36093], [-0.58439, -2.07494, 1.14010], [-4.45498, -0.76168, 0.47370]],
  "energy_ha": -3210.0172,
  "mol_weight_g_mol": 259.1,
  "orbital_gap_ev": [6.90, 7.93],
  "homo_ev": [-7.203, -7.555]
}